No. 1
A single C6H11PS molecule, computed with ωB97M-V with the def2-TZVPD basis set.

```
19
C6H11PS | the OMol25 dataset | ωB97M-V with the def2-TZVPD basis set
C 2.439 -1.078 0.972
C 2.361 -1.286 -0.316
C 1.068 -1.657 -0.848
C -0.174 -1.378 -0.537
P -1.055 -0.616 0.759
S -3.114 -1.185 0.272
C -1.033 1.319 0.559
C -0.903 1.635 -0.932
H 3.319 -0.951 1.633
H 1.437 -1.228 1.491
H 3.154 -1.395 -1.014
H 1.320 -2.307 -1.654
H -0.934 -1.865 -1.059
H -2.867 -2.568 0.497
H -1.833 1.865 1.055
H -0.141 1.364 1.092
H -1.889 1.691 -1.408
H -0.592 2.738 -1.040
H -0.250 0.967 -1.472
```

largest force on an atom = 3.43 eV/Å
structure (SMILES) = C=C/C=C\P(S)CC
HOMO-LUMO gap = 8.2015 eV
lowest unoccupied orbital energy = 0.37 eV
molecular weight = 146.20 g/mol
energy relative to the best compared isomer or geometry (same formula, charge and spin) = 207.83 kJ/mol
highest occupied orbital energy = -7.83 eV
spin multiplicity = 1
electronic energy = -974.660355 Eh

No. 2
A 2-piece molecular cluster, C6H12 overall, computed with ωB97M-V with the def2-TZVPD basis set.

```
18
C6H12 | the OMol25 dataset | ωB97M-V with the def2-TZVPD basis set
C 1.502 0.662 0.456
C 1.564 -0.526 -0.335
C 0.062 -1.312 -0.600
C -0.808 -1.409 0.632
C -1.158 -0.647 -0.558
C -1.070 1.663 0.011
H 1.738 1.620 -0.001
H -0.081 1.020 0.251
H 1.686 0.604 1.525
H 2.102 -1.356 0.129
H 1.918 -0.359 -1.356
H 0.279 -2.120 -1.293
H -0.409 -0.844 1.492
H -1.355 -2.313 0.904
H -2.017 -0.518 -1.197
H -1.975 1.401 0.560
H -1.290 1.828 -1.044
H -0.688 2.608 0.423
```

largest force on an atom = 1.16 eV/Å
HOMO-LUMO gap (alpha / beta) = 7.4657 / 7.9943 eV
lowest unoccupied orbital energy (alpha / beta) = 0.25 / 0.60 eV
molecular weight = 84.16 g/mol
energy relative to the best compared isomer or geometry (same formula, charge and spin) = 625.91 kJ/mol
highest occupied orbital energy (alpha / beta) = -7.21 / -7.39 eV
spin multiplicity = 1
electronic energy = -235.579828 Eh

No. 3
A single C6H12 molecule, computed with ωB97M-V with the def2-TZVPD basis set.

```
18
C6H12 | the OMol25 dataset | ωB97M-V with the def2-TZVPD basis set
C -1.472 -0.879 -0.858
C -1.739 0.526 -0.261
C -0.549 1.070 -0.851
C 0.688 1.081 -0.049
C 0.922 -0.425 0.150
C 1.592 -0.770 1.460
H -0.721 -0.899 -1.660
H -0.210 -1.116 0.005
H -2.373 -1.331 -1.250
H -1.798 0.598 0.833
H -2.641 0.966 -0.711
H -0.538 1.299 -1.913
H 0.437 1.573 0.899
H 1.494 1.667 -0.502
H 1.558 -0.773 -0.674
H 2.602 -0.358 1.463
H 1.681 -1.853 1.581
H 1.070 -0.375 2.340
```

largest force on an atom = 2.57 eV/Å
HOMO-LUMO gap (alpha / beta) = 6.9791 / 8.1618 eV
lowest unoccupied orbital energy (alpha / beta) = 0.10 / 0.78 eV
molecular weight = 84.16 g/mol
energy relative to the best compared isomer or geometry (same formula, charge and spin) = 548.42 kJ/mol
highest occupied orbital energy (alpha / beta) = -6.88 / -7.39 eV
spin multiplicity = 1
electronic energy = -235.609342 Eh

No. 4
A single C6H12 molecule, computed with ωB97M-V with the def2-TZVPD basis set.

```
18
C6H12 | the OMol25 dataset | ωB97M-V with the def2-TZVPD basis set
C 1.542 0.757 -0.204
C 0.905 -0.244 0.389
C 1.381 -0.834 1.690
C -0.218 -1.009 -0.356
C -1.459 -0.137 -0.410
C -1.497 1.219 -1.123
H 2.244 1.406 0.302
H 1.441 0.859 -1.280
H 0.558 -1.042 2.382
H 2.070 -1.663 1.564
H 2.002 -0.077 2.193
H -0.419 -1.948 0.140
H 0.213 -1.342 -1.305
H -1.777 0.028 0.627
H -2.313 -0.685 -0.835
H -2.516 1.589 -1.011
H -1.270 1.180 -2.186
H -0.885 1.942 -0.577
```

largest force on an atom = 2.00 eV/Å
structure (SMILES) = C=C(C)CCC
HOMO-LUMO gap = 10.2150 eV
lowest unoccupied orbital energy = 1.10 eV
molecular weight = 84.16 g/mol
energy relative to the best compared isomer or geometry (same formula, charge and spin) = 123.28 kJ/mol
highest occupied orbital energy = -9.12 eV
spin multiplicity = 1
electronic energy = -235.771267 Eh